Entry i
13
Properties=species:S:1:pos:R:3 method="wB97M-V/def2-TZVPD" smiles=Cc1nc(N)n[nH]1 lumo_energy_ev=0.8 multiplicity=1
C 0.1931 1.0808 -1.8920
C -0.0825 0.1465 -0.6852
N -0.2353 0.5472 0.5457
C -0.1094 -0.5091 1.3003
N -0.3013 -0.2440 2.6629
N -0.0606 -1.6418 0.6384
N -0.0656 -1.2063 -0.6814
H 0.3616 0.3675 -2.7904
H 0.9899 1.7421 -1.4477
H -0.6950 1.8076 -2.2911
H 0.1471 -0.9531 3.3035
H 0.1020 0.5902 2.9629
H -0.2441 -1.7276 -1.6259

=====

Entry ii
13
Properties=species:S:1:pos:R:3 method="wB97M-V/def2-TZVPD" lumo_energy_ev=0.5 multiplicity=1
H 1.5146 2.8324 0.5015
N 0.7075 3.2122 -0.1339
C -0.1854 2.5448 -0.7492
N -0.5206 1.1138 -0.4425
C -0.0461 0.0846 0.2030
N -0.4121 -1.2174 0.0899
N 0.6246 -2.0652 0.5601
C 0.1204 -3.1893 0.4504
H -0.9875 2.7943 -1.5470
H -1.4871 0.9058 -0.8963
H 0.8593 0.2011 0.9694
H -0.9799 -3.3624 0.0419
H 0.7924 -3.8546 0.9527

=====

Which structure is most stable? entry i, by 0.1127 hartree over the runner-up.

=====

Entry i
13
Properties=species:S:1:pos:R:3 method="wB97M-V/def2-TZVPD" smiles="NN1C=C1.C1N=N1" lumo_energy_ev=1.1 multiplicity=1
N -1.4275 -0.6961 0.0654
N -0.4525 -1.7653 0.3648
C 0.8914 -1.2075 0.6310
C 0.7073 -1.6762 -0.5477
H -1.7918 -0.3812 0.9609
H -2.1826 -1.1482 -0.4470
H 1.4355 -0.8137 1.4573
H 0.9417 -1.9336 -1.5561
C -0.0328 1.6737 -0.1912
N 1.4375 1.7425 0.4358
N 1.3673 2.6479 -0.3146
H -0.7534 2.2957 0.3259
H -0.1401 1.2621 -1.1846

=====

Entry ii
13
Properties=species:S:1:pos:R:3 method="wB97M-V/def2-TZVPD" smiles=Cc1nn[nH]c1N lumo_energy_ev=0.6 multiplicity=1
C -1.2276 -1.2677 -0.6389
C -0.4720 0.0119 -0.5481
N -0.6949 1.0676 -1.3554
N 0.0903 2.0263 -1.0597
N 0.8657 1.6317 -0.0334
C 0.5503 0.3630 0.3267
N 1.2234 -0.3497 1.2946
H -1.6883 -1.5143 0.3179
H -2.0020 -1.1648 -1.3925
H -0.5639 -2.0808 -0.9215
H 1.5766 2.2347 0.3482
H 1.6221 0.2014 2.0355
H 0.7203 -1.1595 1.6267

=====

Which structure is most stable? entry ii, by 0.2521 hartree over the runner-up.

=====

Entry i
10
Properties=species:S:1:pos:R:3 method="wB97M-V/def2-TZVPD" smiles="C=PC(C)=S" lumo_energy_ev=-0.6 multiplicity=1
C 0.7732 -1.0400 -1.7874
P 0.6869 0.4941 -1.1418
C -0.6786 0.3259 0.1646
C -0.2965 0.8249 1.4736
S -2.0521 -0.4514 -0.2403
H 1.5248 -1.1390 -2.5704
H 0.3474 -1.9348 -1.1909
H 0.7256 0.3707 1.5797
H -0.0397 1.8725 1.4625
H -0.9909 0.6771 2.2505

=====

Entry ii
10
Properties=species:S:1:pos:R:3 method="wB97M-V/def2-TZVPD" smiles=P[C@@H]1[C@H]2S[C@@H]12 lumo_energy_ev=0.9 multiplicity=1
P -1.7951 -0.6637 0.6686
C -0.0284 -0.5395 0.5557
C 0.7923 0.9155 -0.1159
S 2.4612 0.0888 -0.1081
C 0.7744 -0.3823 -0.7274
H -1.9064 -0.3178 -0.6993
H -1.8215 0.6007 1.0406
H 0.6592 -0.8505 1.3691
H 0.3085 1.8136 -0.3134
H 0.5557 -0.6648 -1.6699

=====

Which structure is most stable? entry i, by 0.0676 hartree over the runner-up.

=====

Entry i
10
Properties=species:S:1:pos:R:3 method="wB97M-V/def2-TZVPD" smiles="C#P=CCS" lumo_energy_ev="-0.1 / -0.1" multiplicity=1
C 1.8663 0.7534 -0.8886
P 0.5144 1.1672 -1.7849
C -0.2066 0.7043 -0.2349
C -0.3010 -0.7737 0.1649
S -2.0311 -1.3845 0.5338
H 2.1544 0.5067 0.0994
H -0.2432 1.4993 0.4736
H 0.3031 -0.9000 0.9985
H 0.1334 -1.1637 -0.7295
H -2.1897 -0.4091 1.3677

=====

Entry ii
10
Properties=species:S:1:pos:R:3 method="wB97M-V/def2-TZVPD" smiles=SP1[C@@H]2C[C@@H]21 lumo_energy_ev=0.8 multiplicity=1
S 2.8507 -0.3422 0.0190
P 1.1425 0.9991 -0.1127
C -0.2535 0.0734 -0.8823
C -1.3168 0.3954 0.0932
C -0.1184 0.0856 0.8932
H 3.3259 0.8191 0.4345
H -0.2553 -0.8160 -1.5898
H -1.9808 -0.3818 0.2170
H -1.7944 1.3372 0.0400
H 0.0466 -0.7961 1.4654

=====

Which structure is most stable? entry ii, by 0.0802 hartree over the runner-up.

=====

Entry i
13
Properties=species:S:1:pos:R:3 method="wB97M-V/def2-TZVPD" smiles="C=Cc1nccnn1" lumo_energy_ev=-0.6 multiplicity=1
C 0.1691 -2.4749 1.5690
C -0.3508 -1.7789 0.5833
C -0.0274 -0.4168 0.0426
N -1.1508 0.0890 -0.4759
C -1.1160 1.3891 -0.7885
C 0.1691 2.0209 -0.7151
N 1.2535 1.3928 -0.4137
N 1.2126 -0.0050 -0.0308
H 1.0512 -2.1164 2.2203
H -0.2451 -3.3930 1.7566
H -1.1850 -2.2442 -0.0004
H -2.1366 1.8872 -0.7360
H 0.2453 3.0924 -0.9450

=====

Entry ii
13
Properties=species:S:1:pos:R:3 method="wB97M-V/def2-TZVPD" smiles=C#CCc1nc[nH]n1 lumo_energy_ev=0.9 multiplicity=1
C -3.0271 0.5558 -0.6426
C -2.1528 -0.0429 -0.0548
C -1.0599 -0.7506 0.6569
C 0.3230 -0.3128 0.2493
N 0.7845 0.9489 0.5402
C 2.0117 0.9290 0.0610
N 2.2764 -0.2898 -0.4649
N 1.1098 -1.0212 -0.5087
H -3.6583 1.1487 -1.2406
H -1.0868 -0.5008 1.7341
H -1.3020 -1.7916 0.6407
H 2.7009 1.7761 -0.0556
H 3.0806 -0.6488 -0.9149

=====

Entry iii
13
Properties=species:S:1:pos:R:3 method="wB97M-V/def2-TZVPD" lumo_energy_ev=0.1 multiplicity=1
C -0.0085 0.9717 0.7373
C -0.3805 0.2392 -0.4010
N 0.5750 0.3790 1.7893
C -0.4253 -1.2732 -0.4385
C 1.0183 -0.6600 -1.1094
C -1.2809 0.9102 -1.2905
N 2.0954 -0.7470 -1.5247
N -2.1056 1.3918 -1.9331
H -0.0281 2.0524 0.7193
H 0.9483 0.9334 2.5407
H 0.6875 -0.6281 1.7650
H -1.0082 -1.6917 -1.2512
H -0.0875 -1.8776 0.3966

=====

Which structure is most stable? entry ii, by 0.0230 hartree over the runner-up.

=====

Entry i
11
Properties=species:S:1:pos:R:3 method="wB97M-V/def2-TZVPD" smiles="C=C=N.C=NCl" lumo_energy_ev=0.7 multiplicity=1
C 0.8681 0.4193 1.1747
C 1.3926 1.5927 1.1048
N 1.8932 2.7447 1.1602
H 1.3303 -0.5001 1.5257
H -0.1923 0.2014 1.1709
H 2.0623 3.4450 0.4510
C -1.1885 -1.5681 -1.1526
N -0.3959 -1.8626 -0.2147
Cl 0.3403 -3.4269 -0.0925
H -1.6033 -2.2003 -1.8101
H -1.5987 -0.5584 -1.1995

=====

Entry ii
11
Properties=species:S:1:pos:R:3 method="wB97M-V/def2-TZVPD" lumo_energy_ev=0.6 multiplicity=1
H 2.1858 -1.4689 1.3169
N 1.2196 -1.4922 0.9509
C 0.8807 -0.3588 0.5381
N 1.6750 0.7501 0.3873
C -0.5207 -0.1917 0.0787
C -1.5286 -1.0036 0.3875
Cl -0.9126 0.9944 -1.0466
H 2.6629 0.5241 0.2288
H 1.3234 1.2340 -0.4182
H -2.5480 -1.0092 -0.0562
H -1.3611 -1.6650 1.3270

=====

Which structure is most stable? entry ii, by 0.1060 hartree over the runner-up.

=====

Entry i
15
Properties=species:S:1:pos:R:3 method="wB97M-V/def2-TZVPD" smiles="[H]/N=C(/NOC)SC" lumo_energy_ev=0.6 multiplicity=1
H 2.6291 -1.1143 1.8722
N 1.8704 -1.4486 1.2508
C 1.0029 -0.4800 0.9488
N 0.1429 -0.9141 -0.1249
O 0.2946 -0.1452 -1.3725
C -0.9416 -0.3095 -2.2661
S 1.1055 1.1000 1.5522
C -0.5936 1.4833 1.3507
H 0.6623 -1.8882 -0.2692
H -1.7899 -0.4380 -1.5309
H -0.8506 -1.2479 -2.9237
H -0.8513 0.9215 -2.6028
H -1.2185 0.5741 2.0565
H -0.7967 1.5013 0.1221
H -0.6655 2.4057 1.9367

=====

Entry ii
15
Properties=species:S:1:pos:R:3 method="wB97M-V/def2-TZVPD" lumo_energy_ev=-0.4 multiplicity=1
C 1.5171 0.0499 -1.0095
C 0.7900 0.2503 0.3254
C -2.4118 0.8566 1.1767
H 0.6631 -1.7910 -1.4651
H 2.4574 -1.8212 -1.2660
H 0.9794 0.8860 -1.6321
H 2.4298 0.4334 -0.9257
H 1.1998 -0.4421 1.0929
H 0.7752 1.3613 0.4776
H -2.3640 -1.2093 1.2851
H -3.1837 0.8233 2.0092
N 1.5706 -1.1909 -1.6648
N -1.3993 -0.0911 1.3110
O -0.6493 -0.2663 0.1176
S -2.3743 2.1508 0.1678

=====

Entry iii
15
Properties=species:S:1:pos:R:3 method="wB97M-V/def2-TZVPD" lumo_energy_ev=0.8 multiplicity=1
H 2.1880 2.0045 -0.1566
N 1.1854 2.0411 -0.0309
C 0.6623 0.8947 -0.0119
C 1.2889 -0.5009 -0.0622
S 3.0779 -0.5881 -0.0589
N -0.7653 0.8367 -0.1087
O -1.3359 -0.2531 0.5655
C -2.3579 -0.7757 -0.2303
H 0.9634 -1.0754 -0.9177
H 0.9617 -0.9583 0.8260
H 3.2615 -0.4649 1.2763
H -1.2194 1.7294 0.2181
H -2.6333 -1.8143 0.1881
H -3.2565 -0.1360 -0.2535
H -2.0206 -0.9398 -1.2434

=====

Which structure is most stable? entry iii, by 0.1085 hartree over the runner-up.

=====

Entry i
15
Properties=species:S:1:pos:R:3 method="wB97M-V/def2-TZVPD" smiles="NC(=O)NCCS" lumo_energy_ev=0.7 multiplicity=1
N -1.3459 1.3716 -1.8810
C -1.6426 0.0677 -1.4384
O -2.3924 -0.6516 -2.0583
N -0.9167 -0.3491 -0.3488
C 0.4469 0.0613 -0.0782
C 0.6703 -0.2519 1.4366
S 2.4129 -0.1799 1.8983
H -2.1629 1.8015 -2.2755
H -0.4295 1.6467 -2.1717
H -1.2072 -1.2385 0.0252
H 1.2299 -0.3649 -0.7043
H 0.4858 1.1459 -0.1070
H 0.0117 0.4312 1.9576
H 0.3465 -1.2816 1.5739
H 2.4392 1.0418 2.4493

=====

Entry ii
15
Properties=species:S:1:pos:R:3 method="wB97M-V/def2-TZVPD" lumo_energy_ev=0.8 multiplicity=1
C 0.3460 -0.5854 -1.2139
C -1.0845 -0.3151 -0.9608
C 0.4893 0.6632 0.8148
N 1.0580 -0.1880 0.0089
N 0.9761 1.0461 1.8951
O -0.3308 2.3239 -0.9829
S -0.9094 1.4015 -0.0431
H 0.5522 -1.6697 -1.4388
H 0.5979 -0.0440 -2.0581
H -1.6147 -0.0632 -1.8694
H -1.5100 -0.9842 -0.2275
H -0.7869 -1.5865 1.9970
H 1.8996 -0.5622 0.3780
H -0.2123 -1.3708 1.5949
H 0.5294 1.9345 2.1056

=====

Entry iii
15
Properties=species:S:1:pos:R:3 method="wB97M-V/def2-TZVPD" smiles="CN/C(=N/O)SC" lumo_energy_ev=0.6 multiplicity=1
C 0.7842 1.7766 -1.4928
N 0.7244 1.4146 -0.1451
C 0.4682 0.0993 0.3086
N 1.1339 -0.2837 1.3238
O 1.0691 -1.6012 1.6770
S -0.7524 -0.8696 -0.5015
C -2.2497 0.1638 -0.2765
H 0.8019 2.8485 -1.6383
H -0.1377 1.4010 -2.0765
H 1.6900 1.3441 -1.9905
H 1.3165 1.9573 0.4796
H 0.4198 -2.0174 1.0603
H -3.1476 -0.3936 -0.4995
H -2.3275 0.4432 0.7552
H -2.1526 0.9861 -0.9703

=====

Entry iv
15
Properties=species:S:1:pos:R:3 method="wB97M-V/def2-TZVPD" lumo_energy_ev=0.4 multiplicity=1
C -2.0841 1.2323 0.3432
C -1.4084 -1.0104 -0.2685
C 2.3015 -0.0956 -0.3563
N -0.0112 1.6347 -0.0944
N -0.3071 -0.8646 0.6517
O -2.3689 0.1321 -0.3300
S 0.6298 0.3601 0.4246
H -1.9786 1.1423 1.4808
H -2.5415 2.1739 -0.0997
H -0.9966 -0.9988 -1.3575
H -1.9309 -1.8471 0.1259
H 2.0762 -0.3974 -1.4142
H 3.0463 0.8307 -0.5201
H 2.8147 -1.0031 0.1559
H 1.2142 0.4911 1.7377

=====

Which structure is most stable? entry i, by 0.0890 hartree over the runner-up.